No. 1
Molecular formula: C56H51NP3S4SbScSi
Method: DFT, the ωB97M-V functional and the def2-TZVPD basis

Last column: Löwdin charge in e.
CARTESIAN COORDINATES (ANGSTROEM)
Sc (-0.302, 0.494, 2.164)  0.013
C (-6.387, 1.635, 1.557)  -0.078
C (-5.536, 1.423, 2.633)  -0.068
C (-4.197, 1.776, 2.536)  -0.150
C (-3.696, 2.358, 1.371)  -0.382
C (-4.559, 2.572, 0.298)  -0.073
C (-5.895, 2.206, 0.391)  -0.072
P (-1.928, 2.833, 1.362)  1.046
C (-1.975, 4.486, 2.154)  -0.388
C (-0.889, 5.345, 1.978)  -0.143
C (-0.849, 6.575, 2.613)  -0.075
C (-1.892, 6.964, 3.444)  -0.084
C (-2.977, 6.121, 3.624)  -0.076
C (-3.021, 4.890, 2.980)  -0.081
C (-1.623, 3.239, -0.398)  -0.373
C (-2.029, 4.468, -0.928)  -0.098
C (-1.988, 4.691, -2.293)  -0.074
C (-1.569, 3.670, -3.141)  -0.068
C (-1.157, 2.460, -2.609)  -0.114
C (-1.137, 2.222, -1.227)  -0.304
Si (-0.362, 0.586, -0.553)  0.686
C (-1.348, -0.653, -1.644)  -0.302
C (-2.704, -0.334, -1.802)  -0.128
C (-3.622, -1.218, -2.353)  -0.079
C (-3.205, -2.470, -2.777)  -0.080
C (-1.861, -2.802, -2.680)  -0.079
C (-0.941, -1.909, -2.132)  -0.382
P (0.848, -2.269, -2.092)  1.115
C (0.952, -3.981, -2.722)  -0.374
C (0.890, -5.010, -1.781)  -0.095
C (0.951, -6.337, -2.180)  -0.079
C (1.090, -6.652, -3.525)  -0.089
C (1.168, -5.637, -4.468)  -0.081
C (1.096, -4.309, -4.070)  -0.081
C (1.475, -1.294, -3.507)  -0.367
C (2.855, -1.105, -3.577)  -0.101
C (3.419, -0.367, -4.606)  -0.081
C (2.605, 0.210, -5.572)  -0.086
C (1.230, 0.036, -5.508)  -0.080
C (0.668, -0.715, -4.484)  -0.088
C (1.498, 0.804, -0.988)  -0.310
C (1.955, 1.806, -1.851)  -0.084
C (3.303, 2.090, -2.010)  -0.078
C (4.244, 1.372, -1.293)  -0.076
C (3.827, 0.366, -0.434)  -0.092
C (2.470, 0.093, -0.274)  -0.373
P (2.009, -1.220, 1.031)  0.685
C (0.995, -2.739, 1.460)  -0.377
C (-0.355, -2.747, 1.167)  -0.166
C (-1.163, -3.815, 1.545)  -0.068
C (-0.610, -4.888, 2.221)  -0.077
C (0.749, -4.891, 2.514)  -0.075
C (1.554, -3.831, 2.130)  -0.093
C (3.612, -2.152, 0.942)  -0.397
C (3.857, -2.983, -0.150)  -0.099
C (5.031, -3.713, -0.233)  -0.068
C (5.979, -3.627, 0.780)  -0.083
C (5.739, -2.811, 1.874)  -0.074
C (4.560, -2.077, 1.955)  -0.121
H (-7.429, 1.352, 1.625)  0.104
H (-5.903, 0.973, 3.546)  0.110
H (-3.534, 1.588, 3.375)  0.055
H (-4.191, 3.011, -0.619)  0.101
H (-6.556, 2.370, -0.452)  0.105
H (-0.067, 5.051, 1.337)  0.102
H (0.001, 7.228, 2.461)  0.106
H (-1.859, 7.924, 3.944)  0.103
H (-3.797, 6.417, 4.265)  0.105
H (-3.880, 4.251, 3.129)  0.097
H (-2.400, 5.246, -0.272)  0.107
H (-2.300, 5.646, -2.696)  0.104
H (-1.558, 3.823, -4.214)  0.105
H (-0.826, 1.676, -3.285)  0.101
H (-3.072, 0.631, -1.467)  0.087
H (-4.662, -0.925, -2.444)  0.103
H (-3.911, -3.176, -3.197)  0.102
H (-1.521, -3.764, -3.042)  0.099
H (0.794, -4.773, -0.727)  0.090
H (0.899, -7.125, -1.439)  0.104
H (1.144, -7.687, -3.838)  0.101
H (1.283, -5.878, -5.517)  0.103
H (1.158, -3.522, -4.811)  0.103
H (3.498, -1.521, -2.805)  0.098
H (4.492, -0.225, -4.642)  0.106
H (3.042, 0.797, -6.370)  0.101
H (0.591, 0.483, -6.260)  0.102
H (-0.406, -0.844, -4.443)  0.105
H (1.245, 2.388, -2.420)  0.085
H (3.612, 2.871, -2.694)  0.106
H (5.301, 1.591, -1.392)  0.105
H (4.573, -0.185, 0.120)  0.099
H (-0.774, -1.923, 0.611)  0.019
H (-2.219, -3.814, 1.301)  0.107
H (-1.230, -5.724, 2.521)  0.105
H (1.187, -5.724, 3.049)  0.107
H (2.609, -3.855, 2.365)  0.106
H (3.121, -3.073, -0.939)  0.057
H (5.202, -4.355, -1.089)  0.106
H (6.898, -4.198, 0.718)  0.102
H (6.468, -2.741, 2.672)  0.105
H (4.383, -1.446, 2.816)  0.067
S (1.292, 0.010, 6.576)  -0.221
Sb (0.446, -1.277, 4.955)  0.427
S (-1.557, -0.137, 4.185)  -0.081
S (2.106, -0.144, 2.811)  0.264
N (-2.721, -0.668, 1.310)  0.038
H (-2.979, -0.887, 2.268)  -0.036
H (-2.831, -1.498, 0.739)  0.030
H (-3.381, 0.016, 0.957)  0.011
C (2.349, 2.713, 4.175)  -0.417
S (0.749, 2.839, 3.360)  0.694
C (-0.275, 3.173, 4.803)  -0.365
H (2.344, 1.914, 4.916)  -0.035
H (2.570, 3.668, 4.652)  0.047
H (3.099, 2.510, 3.414)  0.021
H (-1.316, 3.084, 4.504)  0.012
H (-0.084, 4.183, 5.164)  0.050
H (-0.069, 2.423, 5.566)  0.000

2S+1: 2
Relative energy (zero: lowest compared OMol25 entry of this formula, charge and spin), kJ/mol: 12.8
Kohn-Sham gap (spin up / spin down), eV: 5.54 / 7.00
LUMO energy (spin up / spin down), eV: -0.0558 / -0.1929
<S²>: 0.761
Max |F|, Eh/bohr: 0.01529
Calculated total energy, hartree: -6126.744172


No. 2
Molecular formula: C56H53BKN11
Method: DFT, the ωB97M-V functional and the def2-TZVPD basis

Last column: Löwdin charge in e.
CARTESIAN COORDINATES (ANGSTROEM)
K (0.595, -0.294, 0.087)  0.642
C (4.216, -0.026, 0.342)  -0.198
C (3.972, -0.648, 1.722)  -0.106
C (3.394, -2.038, 1.623)  -0.312
C (3.649, -3.024, 2.567)  -0.039
C (3.057, -4.267, 2.408)  -0.072
C (2.241, -4.493, 1.313)  -0.055
C (2.055, -3.453, 0.415)  -0.124
N (2.617, -2.258, 0.565)  0.068
N (3.118, 0.845, -0.107)  -0.175
C (3.232, 2.148, 0.581)  -0.129
C (1.947, 2.777, 1.056)  -0.270
C (1.127, 3.498, 0.207)  -0.006
C (-0.007, 4.105, 0.722)  -0.043
C (-0.257, 4.006, 2.079)  -0.061
C (0.626, 3.268, 2.855)  -0.150
N (1.696, 2.650, 2.365)  0.121
C (3.135, 0.991, -1.568)  -0.112
C (2.022, 0.575, -2.566)  -0.369
C (2.502, 1.286, -3.847)  -0.088
C (1.843, 0.773, -5.133)  -0.087
C (0.851, -0.378, -4.832)  -0.113
C (1.180, -1.245, -3.665)  -0.064
N (1.737, -0.833, -2.598)  0.138
H (4.323, -0.832, -0.381)  0.112
H (5.160, 0.539, 0.351)  0.124
H (3.278, -0.016, 2.288)  0.113
H (4.898, -0.678, 2.301)  0.116
H (4.301, -2.815, 3.406)  0.110
H (3.240, -5.057, 3.127)  0.105
H (1.754, -5.444, 1.153)  0.094
H (1.430, -3.579, -0.461)  0.109
H (3.763, 2.861, -0.065)  0.127
H (3.841, 2.012, 1.474)  0.114
H (1.366, 3.582, -0.842)  0.087
H (-0.674, 4.655, 0.069)  0.108
H (-1.124, 4.467, 2.532)  0.108
H (0.462, 3.164, 3.921)  0.104
H (4.001, 0.446, -1.961)  0.130
H (3.327, 2.044, -1.798)  0.106
H (3.556, 1.548, -3.901)  0.141
H (2.470, 0.696, -6.016)  0.139
H (0.587, -0.966, -5.711)  0.140
H (0.909, -2.300, -3.699)  0.121
C (-4.346, 2.033, -2.428)  -0.027
C (-3.527, 1.773, -1.206)  -0.273
C (-3.851, 2.082, 0.095)  0.019
C (-2.760, 1.622, 0.855)  -0.258
N (-1.829, 1.105, 0.064)  0.083
N (-2.299, 1.192, -1.203)  0.033
B (-1.750, 0.401, -2.430)  -0.517
N (-1.872, -1.172, -2.156)  0.037
N (-1.299, -1.802, -1.103)  0.054
C (-1.665, -3.077, -1.165)  -0.275
C (-2.479, -3.301, -2.279)  0.009
C (-2.610, -2.064, -2.875)  -0.264
C (-3.512, -1.787, -4.037)  -0.033
C (-1.374, -4.044, -0.092)  -0.176
C (-1.442, -3.667, 1.248)  -0.033
C (-1.272, -4.607, 2.252)  -0.083
C (-1.035, -5.938, 1.935)  -0.105
C (-0.952, -6.322, 0.604)  -0.098
C (-1.117, -5.379, -0.401)  -0.041
N (-0.457, 0.912, -3.081)  0.064
N (0.742, 1.457, -2.521)  0.103
C (1.356, 2.305, -3.631)  -0.247
C (0.722, 1.829, -4.939)  -0.062
C (-0.250, 0.720, -4.500)  -0.371
C (-1.457, 0.648, -5.407)  -0.007
C (1.448, 3.760, -3.329)  -0.164
C (2.658, 4.439, -3.287)  -0.034
C (2.696, 5.788, -2.952)  -0.080
C (1.522, 6.468, -2.669)  -0.090
C (0.306, 5.797, -2.728)  -0.083
C (0.268, 4.452, -3.057)  -0.033
C (-2.628, 1.622, 2.321)  -0.160
C (-1.548, 1.017, 2.958)  -0.056
C (-1.441, 1.018, 4.339)  -0.112
C (-2.419, 1.619, 5.120)  -0.096
C (-3.503, 2.223, 4.499)  -0.086
C (-3.603, 2.224, 3.116)  -0.033
H (-5.190, 2.668, -2.157)  0.078
H (-4.739, 1.111, -2.858)  0.073
H (-3.769, 2.537, -3.203)  0.078
H (-4.760, 2.552, 0.430)  0.100
H (-2.578, 0.559, -3.270)  0.077
H (-2.980, -4.212, -2.561)  0.110
H (-4.372, -2.453, -3.968)  0.083
H (-3.027, -1.993, -4.992)  0.074
H (-3.875, -0.764, -4.052)  0.056
H (-1.654, -2.633, 1.490)  0.105
H (-1.342, -4.304, 3.290)  0.090
H (-0.917, -6.673, 2.722)  0.100
H (-0.760, -7.356, 0.348)  0.101
H (-1.055, -5.677, -1.441)  0.113
H (0.397, 2.557, -5.678)  0.156
H (-1.109, 0.698, -6.441)  0.095
H (-2.119, 1.497, -5.227)  0.094
H (-2.022, -0.266, -5.287)  0.047
H (3.580, 3.912, -3.505)  0.109
H (3.646, 6.306, -2.912)  0.101
H (1.552, 7.516, -2.402)  0.100
H (-0.616, 6.322, -2.511)  0.104
H (-0.676, 3.919, -3.072)  0.123
H (-0.755, 0.578, 2.371)  0.059
H (-0.571, 0.568, 4.803)  0.100
H (-2.333, 1.623, 6.200)  0.099
H (-4.273, 2.699, 5.093)  0.100
H (-4.452, 2.704, 2.646)  0.102
N (0.589, -1.520, 2.750)  0.223
C (0.306, -1.945, 3.779)  -0.133
C (-0.047, -2.477, 5.066)  -0.225
C (0.894, -3.207, 5.789)  -0.022
C (0.541, -3.745, 7.014)  -0.068
C (-0.743, -3.559, 7.510)  -0.071
C (-1.678, -2.834, 6.785)  -0.062
C (-1.338, -2.288, 5.558)  -0.031
H (1.887, -3.348, 5.383)  0.112
H (1.266, -4.312, 7.581)  0.107
H (-1.017, -3.984, 8.467)  0.107
H (-2.678, -2.694, 7.173)  0.110
H (-2.054, -1.719, 4.981)  0.118

Relative energy (zero: lowest compared OMol25 entry of this formula, charge and spin), kJ/mol: 418.1
Kohn-Sham gap, eV: 7.51
LUMO energy, eV: 0.2011
Max |F|, Eh/bohr: 0.00489
Calculated total energy, hartree: -3392.928690